#w
{"formula": "CH2N4", "method": "the ωB97M-V functional and the def2-TZVPD basis", "elements": ["C", "H", "H", "N", "N", "N", "N"], "positions_angstrom": [[-0.511, 0.589, 0.047], [-1.269, 1.317, -0.122], [-0.329, -0.862, -1.520], [0.195, 0.733, 1.066], [1.076, -0.237, 1.068], [0.885, -1.067, 0.108], [-0.047, -0.473, -0.647]], "e_lumo_ev": 0.74, "smiles": "c1nnn[nH]1"}

***

#x
{"formula": "CH2N4", "method": "the ωB97M-V functional and the def2-TZVPD basis", "elements": ["C", "N", "N", "N", "N", "H", "H"], "positions_angstrom": [[0.153, 1.398, -0.440], [0.709, -0.668, 0.644], [-0.449, -2.195, 0.081], [0.442, 0.296, 0.127], [-0.982, -2.461, 1.004], [-0.611, 1.955, -0.020], [0.739, 1.675, -1.397]], "e_lumo_ev": 0.82}

***

#y
{"formula": "CH2N4", "method": "the ωB97M-V functional and the def2-TZVPD basis", "elements": ["C", "H", "H", "N", "N", "N", "N"], "positions_angstrom": [[0.407, 0.604, 0.033], [0.710, 1.627, 0.070], [-1.704, 0.638, -0.020], [1.442, -0.308, -0.071], [0.610, -1.409, 0.047], [-0.677, -1.245, -0.028], [-0.787, 0.093, -0.031]], "e_lumo_ev": 0.57, "smiles": "c1nnn[nH]1"}

***

#z
{"formula": "CH2N4", "method": "the ωB97M-V functional and the def2-TZVPD basis", "elements": ["C", "N", "N", "N", "N", "H", "H"], "positions_angstrom": [[-0.755, -0.588, -0.274], [-1.090, -0.526, -1.446], [-0.651, -0.450, 0.936], [1.839, 1.677, 1.148], [2.207, 1.605, 0.125], [-1.150, -0.873, 1.663], [-0.400, -0.845, -2.152]], "e_lumo_ev": 0.92, "smiles": "N=C=N.N#N"}

***

It is #x that is the least stable of them.

***

#w
{"formula": "C2H3P", "method": "the ωB97M-V functional and the def2-TZVPD basis", "elements": ["C", "C", "P", "H", "H", "H"], "positions_angstrom": [[-0.499, 1.751, 0.976], [-0.323, 0.373, 0.896], [0.733, -1.010, 0.555], [-1.335, 2.357, 1.243], [-0.082, -1.811, -0.167], [0.171, -1.604, 1.584]], "e_lumo_ev": 0.16, "smiles": "C#CP"}

***

#x
{"formula": "C2H3P", "method": "the ωB97M-V functional and the def2-TZVPD basis", "elements": ["C", "C", "P", "H", "H", "H"], "positions_angstrom": [[-1.136, 1.445, 0.051], [-0.208, 0.716, -0.143], [1.485, 0.484, -0.090], [-2.064, 1.841, 0.078], [2.019, -0.797, -2.219], [1.080, -0.507, 0.924]], "e_lumo_ev": [-1.22, -0.59]}

***

#y
{"formula": "C2H3P", "method": "the ωB97M-V functional and the def2-TZVPD basis", "elements": ["C", "C", "P", "H", "H", "H"], "positions_angstrom": [[-0.387, -1.280, 1.625], [-0.285, -0.366, 0.852], [-0.552, 1.562, -0.575], [-0.372, -2.256, 1.873], [-0.766, 0.908, -1.771], [0.806, 1.917, -0.572]], "e_lumo_ev": -0.68}

***

It is #x that is the least stable of them.

***

#w
{"formula": "C7H28O7", "method": "the ωB97M-V functional and the def2-TZVPD basis", "elements": ["C", "O", "H", "H", "H", "H", "C", "O", "H", "H", "H", "H", "C", "O", "H", "H", "H", "H", "C", "O", "H", "H", "H", "H", "C", "O", "H", "H", "H", "H", "C", "O", "H", "H", "H", "H", "C", "O", "H", "H", "H", "H"], "positions_angstrom": [[-6.997, -2.255, 11.558], [-6.468, -3.113, 12.463], [-6.309, -1.411, 11.512], [-6.948, -2.729, 10.578], [-8.014, -1.939, 11.791], [-6.304, -2.629, 13.276], [-5.269, -5.245, 18.002], [-5.612, -6.389, 18.703], [-4.555, -5.592, 17.255], [-6.209, -4.973, 17.522], [-4.765, -4.511, 18.632], [-4.818, -6.794, 19.059], [-3.920, -6.284, 13.132], [-3.330, -7.226, 14.039], [-3.832, -6.652, 12.110], [-4.954, -6.097, 13.422], [-3.436, -5.308, 13.134], [-3.838, -8.041, 14.038], [-4.528, -2.425, 15.219], [-5.366, -1.581, 14.434], [-4.160, -3.206, 14.554], [-3.664, -1.886, 15.607], [-5.087, -2.874, 16.041], [-4.825, -1.064, 13.832], [-6.545, -0.642, 17.773], [-5.815, -1.203, 18.850], [-6.954, -1.468, 17.191], [-7.400, -0.047, 18.094], [-5.880, -0.043, 17.150], [-6.367, -1.578, 19.540], [-2.429, -0.210, 12.789], [-3.819, -0.297, 12.531], [-1.881, -0.221, 11.847], [-2.171, 0.692, 13.344], [-1.988, -1.053, 13.320], [-3.926, -0.162, 11.586], [-6.508, 1.801, 11.909], [-7.679, 2.537, 12.095], [-6.360, 1.042, 12.677], [-6.511, 1.250, 10.969], [-5.631, 2.444, 11.829], [-8.390, 2.157, 11.573]], "e_lumo_ev": 0.42, "smiles": "CO.CO.CO.CO.CO.CO.CO"}

***

#x
{"formula": "C7H28O7", "method": "the ωB97M-V functional and the def2-TZVPD basis", "elements": ["C", "O", "H", "H", "H", "H", "C", "O", "H", "H", "H", "H", "C", "O", "H", "H", "H", "H", "C", "O", "H", "H", "H", "H", "C", "O", "H", "H", "H", "H", "C", "O", "H", "H", "H", "H", "C", "O", "H", "H", "H", "H"], "positions_angstrom": [[0.751, -0.046, 4.025], [0.261, -1.068, 3.170], [0.881, 0.902, 3.570], [1.610, -0.312, 4.600], [0.179, -0.057, 4.798], [1.094, -1.691, 2.926], [0.661, -4.491, 2.465], [1.352, -3.692, 1.464], [1.070, -4.361, 3.471], [0.614, -5.417, 2.029], [-0.267, -4.108, 2.600], [2.165, -3.799, 1.842], [-2.740, 1.510, -0.186], [-3.576, 1.777, -1.242], [-3.057, 1.887, 0.722], [-1.808, 1.836, -0.522], [-2.854, 0.623, -0.086], [-4.089, 2.509, -1.192], [-1.034, 2.265, -3.746], [0.349, 2.507, -3.369], [-1.623, 1.479, -3.304], [-1.065, 2.090, -4.847], [-1.606, 3.045, -3.782], [0.432, 2.395, -2.392], [0.551, -0.345, -0.198], [0.681, 0.678, 0.683], [-0.459, -0.273, -0.624], [1.079, -1.378, -0.258], [1.132, -0.107, -1.108], [0.655, 0.485, 1.562], [0.347, 5.194, -0.303], [0.996, 3.954, -0.768], [0.543, 6.117, -1.081], [0.779, 5.271, 0.728], [-0.764, 4.860, -0.251], [0.927, 3.337, -0.025], [0.916, -3.904, -2.162], [1.205, -4.663, -1.017], [1.235, -4.428, -3.018], [1.623, -2.957, -2.352], [-0.222, -3.652, -2.445], [1.076, -3.972, -0.376]], "e_lumo_ev": 0.24, "smiles": "CO.CO.CO.CO.CO.CO.CO"}

***

It is #x that is the least stable of them.

***

#w
{"formula": "CH3BrI2Si", "method": "the ωB97M-V functional and the def2-TZVPD basis", "elements": ["C", "Si", "Br", "I", "I", "H", "H", "H"], "positions_angstrom": [[-0.033, 0.004, 0.043], [-3.596, 0.032, -0.321], [-4.103, 0.353, -2.493], [-4.519, -2.170, 0.352], [-4.662, 1.841, 1.000], [0.004, 1.004, -0.335], [-0.004, -0.158, 1.099], [0.128, -0.819, -0.620]], "e_lumo_ev": [-0.56, -2.32]}

***

#x
{"formula": "CH3BrI2Si", "method": "the ωB97M-V functional and the def2-TZVPD basis", "elements": ["C", "Si", "Br", "I", "I", "H", "H", "H"], "positions_angstrom": [[-0.603, 1.066, 2.176], [0.951, -0.497, -2.176], [1.697, -1.854, -0.538], [-1.422, 0.083, -1.568], [1.140, -1.755, -4.355], [0.217, 0.627, 1.493], [-0.374, 1.176, 3.158], [-1.606, 1.154, 1.811]], "e_lumo_ev": [-0.32, -2.72]}

***

It is #x that is the least stable of them.